Entry 1:
Below is a molecular structure, C19H13BrF5INO9P2W at a distorted geometry, with properties calculated with ωB97M-V/def2-TZVPD.

```
! RIJCOSX wB97M-V def2-TZVPD def2/J DEFGRID3
* xyz -1 1
H -1.545 6.257 0.804
O -1.470 -1.613 -1.134
C -3.781 1.478 -1.492
Br 1.475 2.817 -1.040
C -0.208 3.429 -0.479
N 0.204 0.968 1.064
C -0.728 -3.650 0.782
F 7.455 -0.284 -0.246
C -1.507 5.258 0.385
C 3.279 -0.219 -0.314
O -1.939 -2.206 2.757
H -1.263 -4.589 2.430
C 4.033 0.662 0.481
H -1.150 -2.149 -1.867
P -1.847 -2.133 1.155
F 3.409 -2.035 -1.837
C 6.114 -0.265 -0.264
O 0.747 -2.223 -1.003
C -2.644 4.576 0.134
C -3.824 2.653 -0.823
F 6.083 1.521 1.264
H -1.778 -4.153 -1.051
C -0.259 4.682 0.034
W -0.017 -0.456 -0.391
H -2.549 -0.095 -2.276
C 5.413 0.648 0.499
O -0.445 -4.262 2.038
H -0.599 -5.357 -0.496
O 0.178 1.507 3.371
O 1.987 -0.138 -0.336
C -1.376 1.239 -1.129
F 3.404 1.531 1.276
H -4.759 3.185 -0.683
C -1.357 -4.639 -0.174
H -3.609 5.011 0.372
C -2.612 3.275 -0.442
C 4.027 -1.141 -1.066
C 0.191 1.223 2.222
F 6.075 -2.061 -1.778
C -1.375 2.612 -0.676
H 0.662 5.236 0.159
H -1.155 -1.799 3.156
O 0.487 -1.552 1.263
H -2.163 -5.186 0.324
H -4.693 1.043 -1.888
P 1.003 -2.879 0.439
O -1.760 -0.617 0.835
C 5.408 -1.163 -1.039
I 0.563 -0.120 -3.139
C -2.548 0.809 -1.689
O -3.306 -2.684 0.803
H -3.930 -1.951 0.705
*
```

E_LUMO (eV): 1.184
HOMO-LUMO gap (eV): 6.156
ΔE to the lowest compared entry with this formula, charge and spin (eV): 3.404

Entry 2:
Below is a molecular structure, C19H13N2ReS3Te at a distorted geometry, with properties calculated with ωB97M-V/def2-TZVPD.

```
! RIJCOSX wB97M-V def2-TZVPD def2/J DEFGRID3
* xyz 1 4
Te 0.109 1.393 -2.510
Re -0.242 -0.636 -0.949
C -3.380 -3.061 -0.281
S 1.502 -2.229 -1.358
S -0.101 -4.942 -1.292
H -5.372 -3.760 0.053
H 2.725 -0.978 1.091
H 1.597 3.815 1.608
H -0.923 -0.136 1.531
H -3.611 -2.016 -0.086
C -2.765 -5.770 -0.783
C 2.475 0.077 1.185
C 1.163 4.155 -1.723
C 0.203 3.213 -1.523
C -1.793 -4.774 -0.868
C 0.843 1.805 1.471
N 5.040 4.203 1.263
C 1.137 0.462 1.293
S -0.964 3.741 -0.400
C 3.165 2.376 1.327
C 0.014 -0.513 1.140
C 0.940 5.332 -0.926
H 2.001 4.026 -2.406
C -4.353 -4.039 -0.200
H -0.189 2.106 1.609
C -0.179 5.237 -0.163
H 0.210 -1.507 1.510
C -4.048 -5.383 -0.446
H -4.829 -6.134 -0.370
H -2.528 -6.811 -0.982
C -2.092 -3.449 -0.616
C 0.130 -3.275 -1.112
C 1.842 2.765 1.485
H 4.525 0.726 1.106
H -0.601 5.981 0.515
N -0.945 -2.620 -0.755
H 1.589 6.205 -0.931
C 4.218 3.391 1.294
C 3.485 1.024 1.200
*
```

E_LUMO (spin up / spin down) (eV): -5.241 / -5.148
Expectation value of S²: 3.798
HOMO-LUMO gap (spin up / spin down) (eV): 6.129 / 6.368

Entry 3:
Below is a molecular structure, C19H13N4Sn, with properties calculated with ωB97M-V/def2-TZVPD.

```
! RIJCOSX wB97M-V def2-TZVPD def2/J DEFGRID3
* xyz 3 1
C -2.126 -0.209 0.943
N -2.170 0.776 0.025
H 1.540 -2.529 1.852
N -1.386 4.687 -3.938
C -0.916 -1.953 2.169
N 1.707 0.776 -1.339
C -0.878 -0.927 1.184
C -3.230 -1.580 2.633
C 3.403 -2.269 0.953
H -5.374 -0.097 1.984
N 0.156 -0.531 0.444
C 4.387 0.161 -1.694
H -2.030 -3.060 3.612
C 2.248 -0.209 -0.595
H -5.399 1.720 0.271
C -4.502 1.158 0.486
C 2.469 1.428 -2.223
H 4.379 1.721 -3.169
H 5.432 -0.096 -1.817
H 1.989 2.214 -2.799
H -3.303 2.214 -0.937
H 3.845 -3.058 1.546
H -0.041 -2.529 2.407
H -1.608 5.440 -4.569
C 3.815 1.159 -2.439
C -2.057 -2.271 2.873
C -3.283 -0.544 1.669
C 3.605 -0.543 -0.753
C -3.317 1.428 -0.188
Sn -0.494 1.646 -1.403
H -4.131 -1.826 3.184
C 2.073 -1.952 1.118
C 1.426 -0.927 0.374
C -1.132 3.826 -3.218
H 5.215 -1.825 -0.103
C -4.481 0.160 1.425
C 4.168 -1.579 0.031
*
```

E_LUMO (eV): -12.648
HOMO-LUMO gap (eV): 5.575
ΔE to the lowest compared entry with this formula, charge and spin (eV): 0.815

Entry 4:
Below is a molecular structure, C19H13N6O6Re at a distorted geometry, with properties calculated with ωB97M-V/def2-TZVPD.

```
! RIJCOSX wB97M-V def2-TZVPD def2/J DEFGRID3
* xyz -1 4
C -2.183 -1.317 1.867
C -2.596 -2.640 1.926
C 0.090 -4.274 -0.109
H -3.477 -2.921 2.488
H -0.199 -5.314 -0.031
O 3.010 -0.803 -1.537
O -1.371 0.652 -3.736
O -3.360 1.986 -3.318
C -2.084 2.288 -1.361
H -0.638 2.316 2.461
C -0.673 2.453 0.339
N 3.231 0.628 3.254
C -0.601 0.712 -2.772
H -2.136 -4.643 1.316
N 0.800 -1.533 -0.300
H -2.554 3.453 0.322
C -0.120 2.844 1.657
C 3.603 1.637 4.000
C -0.299 -1.907 0.438
C 1.566 -2.543 -0.858
H 0.932 2.579 1.703
C 2.627 1.932 -1.542
C 2.798 -2.136 -1.532
H -0.225 3.916 1.818
C -0.976 1.552 -1.613
H -0.733 0.062 1.137
Re 1.641 0.423 -0.885
C -1.056 -0.964 1.141
O 0.541 0.151 -2.651
C -1.846 -3.600 1.266
H -2.737 -0.549 2.392
N 3.922 2.475 4.731
H 1.880 -4.598 -1.249
H 2.748 2.911 -1.075
C 1.219 -3.888 -0.772
C -0.705 -3.272 0.536
N 2.376 0.570 0.983
C 2.807 0.647 2.070
N -1.880 2.851 -0.127
N -0.106 1.660 -0.562
C -3.321 2.545 -2.128
H 3.207 1.831 -2.461
O 3.589 -2.891 -2.063
O -4.173 3.277 -1.677
H -2.537 1.443 -3.486
*
```

E_LUMO (spin up / spin down) (eV): 2.075 / 1.761
Expectation value of S²: 3.915
HOMO-LUMO gap (spin up / spin down) (eV): 4.987 / 7.585